(1)
Here is a cluster of 8 separate species, C30H72B2O9S7Si in total in a non-equilibrium geometry from the OMol25 dataset. Energies are from ωB97M-V/def2-TZVPD.

```
121
Properties=species:S:1:pos:R:3
C -4.0716 -0.7568 3.4663
Si -3.7194 -2.4456 2.6730
C -4.6868 -3.7533 3.6309
C -4.4316 -2.3893 0.9262
C -3.8060 -1.2935 0.0001
C -4.8365 -0.3884 -0.7136
C -4.6901 -0.3838 -2.2541
C -3.5585 0.6181 -2.6698
C -2.2873 -0.1731 -3.0077
C -0.9599 0.6334 -3.0312
C -1.0476 2.0752 -2.4854
B -0.9304 2.1628 -0.9275
B -0.9718 3.6504 -0.0776
O -0.7548 3.6951 1.2812
O -1.2447 4.8578 -0.7222
C -1.8530 -2.6821 2.7439
C -1.3410 -3.4677 3.7479
C 0.0036 -3.6600 3.9101
C 0.8483 -3.0355 3.0303
C 0.3748 -2.2764 2.0009
C -0.9742 -2.0973 1.8576
H -5.1066 -0.4470 3.3110
H -3.4197 0.0175 3.0552
H -3.8619 -0.7859 4.5405
H -4.5380 -4.7089 3.1216
H -5.7443 -3.5200 3.4903
H -4.4242 -3.8088 4.6846
H -5.5165 -2.2616 0.9691
H -4.2494 -3.3668 0.4647
H -3.1619 -1.8240 -0.6966
H -3.1905 -0.6474 0.6310
H -5.8355 -0.7670 -0.4961
H -4.7730 0.6161 -0.3064
H -5.6358 0.0109 -2.6296
H -4.4816 -1.3934 -2.6055
H -3.8995 1.1142 -3.5786
H -3.4496 1.2917 -1.8231
H -2.4322 -0.5678 -4.0165
H -2.1389 -1.0435 -2.3712
H -0.2472 0.1087 -2.3878
H -0.4990 0.6257 -4.0185
H -1.8964 2.6502 -2.8637
H -0.1485 2.6091 -2.8444
H -0.8334 1.1566 -0.2770
H -1.1303 2.8979 1.6756
H -2.1541 5.1289 -0.5402
H -2.0104 -3.9586 4.4483
H 0.3979 -4.2589 4.7173
H 1.9197 -3.1403 3.1479
H 1.0743 -1.8074 1.3208
H -1.3021 -1.4831 1.0282
C 5.5025 -1.9069 0.0322
S 5.1808 -2.9163 1.4859
O 3.7142 -3.1477 1.5479
C 5.5779 -1.6426 2.6858
H 5.2774 -2.5039 -0.8498
H 4.8643 -1.0232 0.0500
H 6.5534 -1.6156 0.0192
H 4.9364 -0.7746 2.5301
H 6.6279 -1.3605 2.5858
H 5.4062 -2.0453 3.6825
C 1.8729 0.1413 7.0515
S 0.5010 -1.0205 7.1084
O 1.0402 -2.3525 6.7326
C -0.3583 -0.3681 5.6689
H 2.5659 -0.1149 7.8504
H 2.3780 0.0650 6.0881
H 1.4975 1.1533 7.2048
H 0.2961 -0.4124 4.7971
H -0.6633 0.6604 5.8658
H -1.2390 -0.9829 5.4922
C 2.0785 -0.2639 -7.3243
S 1.0980 0.6996 -6.1705
O -0.3051 0.2244 -6.2857
C 1.2096 2.2500 -7.0740
H 2.1087 -1.2925 -6.9736
H 1.6238 -0.2319 -8.3143
H 3.0927 0.1331 -7.3621
H 0.8088 2.1181 -8.0791
H 2.2511 2.5693 -7.1189
H 0.6227 2.9951 -6.5401
C 6.6264 -3.5890 -6.6115
S 4.8869 -3.1406 -6.6775
O 4.7195 -2.1891 -7.8073
C 4.8873 -2.1737 -5.1602
H 6.8580 -4.1723 -7.5001
H 7.2382 -2.6867 -6.5948
H 6.8115 -4.1909 -5.7216
H 5.6154 -1.3656 -5.2395
H 5.1289 -2.8220 -4.3179
H 3.8911 -1.7570 -5.0228
C -8.5702 2.3708 2.0518
S -7.3285 1.1898 2.5951
O -6.4809 0.8658 1.4212
C -8.4637 -0.1859 2.8229
H -8.0654 3.3045 1.8122
H -9.0769 1.9898 1.1648
H -9.2862 2.5394 2.8563
H -8.9802 -0.3955 1.8858
H -9.1812 0.0617 3.6055
H -7.8826 -1.0560 3.1238
C -1.7936 7.3018 -2.7184
S -2.7489 8.3263 -1.5966
O -4.1659 7.8900 -1.7052
C -2.5857 9.8491 -2.5397
H -1.7997 6.2867 -2.3373
H -2.2429 7.3238 -3.7122
H -0.7668 7.6660 -2.7579
H -2.9850 9.7035 -3.5436
H -1.5348 10.1353 -2.5859
H -3.1522 10.6254 -2.0293
C 11.1034 -1.5048 4.0295
S 9.9757 -1.4696 2.6316
O 8.7828 -0.6779 3.0415
C 9.5181 -3.2065 2.7183
H 11.4823 -0.4966 4.1832
H 10.5726 -1.8376 4.9216
H 11.9325 -2.1766 3.8076
H 9.0919 -3.4263 3.6974
H 10.3998 -3.8222 2.5412
H 8.7771 -3.4022 1.9449
```

As for the multiplicity: 1. The energy is -135778.345 eV.

Atom charges from the Mulliken analysis, given in e for atoms 1 to 5: number 1, C, carries -0.50; number 2, Si, carries 0.10; number 3, C, carries -1.12; number 4, C, carries -0.79; number 5, C, carries 0.44

(2)
Here is a structure of composition C31H28N4O8STc in a non-equilibrium geometry from the OMol25 dataset. Energies are from ωB97M-V/def2-TZVPD.

```
73
Properties=species:S:1:pos:R:3
Tc 0.3841 -0.2913 0.0712
C 1.7201 -3.4374 3.0397
O 0.7867 -3.0274 4.0317
C -0.4386 -2.5173 3.6651
C -1.4380 -2.6746 4.5937
C -2.7277 -2.1805 4.3581
C -2.9871 -1.5487 3.1659
C -1.9902 -1.3374 2.2005
C -2.4022 -0.6075 1.0078
N -1.6482 -0.2345 0.0426
N -2.2591 0.5229 -0.9647
C -1.3613 1.1968 -1.6335
O -0.1035 1.2399 -1.3825
C -1.8715 2.0147 -2.7832
C -0.9752 2.5814 -3.6795
C -1.4337 3.3342 -4.7553
C -2.7937 3.5240 -4.9487
C -3.6952 2.9486 -4.0601
C -3.2372 2.1978 -2.9872
C -0.6572 -1.8048 2.4404
O 0.3219 -1.6708 1.6191
H 2.2082 -2.5940 2.5574
H 1.2461 -4.0464 2.2670
H 2.4563 -4.0410 3.5753
H -1.1930 -3.1823 5.5199
H -3.5015 -2.2925 5.1075
H -3.9882 -1.1821 2.9588
H -3.4466 -0.2959 0.9561
H 0.0808 2.4146 -3.5213
H -0.7261 3.7679 -5.4522
H -3.1495 4.1136 -5.7858
H -4.7605 3.0849 -4.2087
H -3.9204 1.7451 -2.2810
O 5.6089 -0.1733 3.6854
C 4.9013 0.8509 3.1048
O 5.0639 1.9654 3.4986
C 4.0622 0.3939 1.9696
C 4.5205 -0.4396 0.9673
N 3.4876 -0.6583 0.1322
N 2.3914 -0.0416 0.5564
C 2.6978 0.6199 1.6623
C 1.5531 1.3068 2.3596
O 1.7602 1.9348 3.3908
O 0.4263 1.1317 1.7612
H 5.2849 -1.0044 3.3180
H 5.5000 -0.8511 0.7865
H 3.4363 -1.2007 -0.7234
O 2.1798 2.8733 -0.4424
S 1.0206 3.5824 -1.0638
C 1.4456 5.3450 -0.7766
C 1.3259 5.4976 0.7313
C -0.0680 4.9669 1.0658
C -0.3101 3.7354 0.1779
H 0.7162 5.9583 -1.3187
H 2.4487 5.5221 -1.1640
H 1.4763 6.5233 1.0781
H 2.0800 4.8591 1.1960
H -0.8200 5.7361 0.8654
H -0.1368 4.6997 2.1208
H -1.2423 3.7903 -0.3887
H -0.2825 2.8051 0.7448
C 0.8180 -1.4602 -1.2260
C 1.6400 -2.1090 -2.1408
C 2.4956 -3.2106 -1.7596
C 3.3903 -3.7650 -2.6511
C 3.4987 -3.3051 -3.9705
C 2.6513 -2.2501 -4.3729
C 1.7491 -1.6774 -3.5143
H 2.4191 -3.5840 -0.7436
H 4.0308 -4.5768 -2.3163
H 4.2029 -3.7497 -4.6625
H 2.7160 -1.8773 -5.3913
H 1.1136 -0.8606 -3.8365
```

The net charge is -2. As for the expectation value of S²: 0.795. As for the multiplicity: 2. The energy is -67975.646 eV. As for the relative energy (zero: lowest compared OMol25 entry of this formula, charge and spin): 31.9 kcal per mole.

Atom charges from the Mulliken analysis, given in e for atoms 1 to 5: number 1, Tc, carries -0.24; number 2, C, carries -0.44; number 3, O, carries -0.54; number 4, C, carries -0.08; number 5, C, carries -0.55

(3)
Here is a cluster of 2 separate species, C4H8NO3 in total from the OMol25 dataset. Energies are from ωB97M-V/def2-TZVPD.

```
16
Properties=species:S:1:pos:R:3
C 0.2631 -0.8277 -1.9790
C -0.0719 0.4558 -1.7857
O -0.9442 0.8965 -0.8710
C 0.5556 1.5773 -2.5790
H 1.1175 -1.0874 -2.5894
H -0.2341 -1.5911 -1.3964
H -0.8962 0.2926 -0.0426
H 1.1292 1.1035 -3.3792
H -0.1555 2.2917 -2.9972
H 1.2225 2.1658 -1.9422
N 0.1822 -1.0887 3.0561
C 0.0640 -0.4743 1.7873
O 0.9135 0.3748 1.4773
O -0.9314 -0.8544 1.0812
H -0.0378 -2.0732 3.0308
H 1.0788 -0.8924 3.4545
```

The net charge is -1. As for the multiplicity: 1. The energy is -11912.306 eV. As for the relative energy (zero: lowest compared OMol25 entry of this formula, charge and spin): 22.8 kcal per mole.

Atom charges from the natural (NBO) analysis, given in e for atoms 1 to 5: number 1, C, carries -0.60; number 2, C, carries 0.37; number 3, O, carries -0.74; number 4, C, carries -0.66; number 5, H, carries 0.18

Question: Among the records above, which one has the highest multiplicity?
Answer: C31H28N4O8STc

Question: Among the records above, which one has the lowest energy?
Answer: C30H72B2O9S7Si

What did the third record say?
Here is a cluster of 2 separate species, C4H8NO3 in total from the OMol25 dataset. Energies are from ωB97M-V/def2-TZVPD.

```
16
Properties=species:S:1:pos:R:3
C 0.2631 -0.8277 -1.9790
C -0.0719 0.4558 -1.7857
O -0.9442 0.8965 -0.8710
C 0.5556 1.5773 -2.5790
H 1.1175 -1.0874 -2.5894
H -0.2341 -1.5911 -1.3964
H -0.8962 0.2926 -0.0426
H 1.1292 1.1035 -3.3792
H -0.1555 2.2917 -2.9972
H 1.2225 2.1658 -1.9422
N 0.1822 -1.0887 3.0561
C 0.0640 -0.4743 1.7873
O 0.9135 0.3748 1.4773
O -0.9314 -0.8544 1.0812
H -0.0378 -2.0732 3.0308
H 1.0788 -0.8924 3.4545
```

The net charge is -1. As for the multiplicity: 1. The energy is -11912.306 eV. As for the relative energy (zero: lowest compared OMol25 entry of this formula, charge and spin): 22.8 kcal per mole.

Atom charges from the natural (NBO) analysis, given in e for atoms 1 to 5: number 1, C, carries -0.60; number 2, C, carries 0.37; number 3, O, carries -0.74; number 4, C, carries -0.66; number 5, H, carries 0.18

Question: The highest multiplicity belongs to which entry?
Answer: C31H28N4O8STc